1.
Below is C5H11HgO3 as an isolated structure, with properties calculated with the ωB97M-V functional and the def2-TZVPD basis.

Last column: Löwdin spin population.
Element x y z (Å)
O1 -2.7588 -0.2926 0.1619  0.211
C1 -2.3963 0.9837 0.4545  0.020
C2 -1.4373 0.7995 1.6459  0.009
O2 -0.3512 -0.0100 1.1891  0.034
C3 0.7776 0.7146 0.7208  0.009
C4 1.6462 -0.2401 -0.0537  0.018
O3 0.8365 -0.8239 -1.0648  0.154
C5 1.5632 -1.6298 -1.9800  0.039
Hg1 -1.1286 -1.3280 -0.3524  0.452
H1 -2.0267 1.9821 0.1213  0.004
H2 -1.9013 0.2358 2.4672  0.002
H3 -1.1005 1.7737 2.0339  0.001
H4 1.3346 1.1369 1.5699  0.001
H5 0.4483 1.5365 0.0670  0.002
H6 2.0526 -1.0307 0.5977  0.005
H7 2.4862 0.3074 -0.5068  0.002
H8 0.8988 -1.8554 -2.8211  0.013
H9 2.4449 -1.0814 -2.3391  0.001
H10 1.8792 -2.5674 -1.4991  0.010
H11 -3.2675 1.3892 -0.4121  0.013

* energy above the lowest of the compared OMol25 structures with the same formula, charge and spin: 431.1 kJ/mol
* highest occupied orbital energy (alpha / beta): -5.782 / -6.993 eV
* HOMO-LUMO gap (alpha / beta): 6.46 / 7.04 eV
* charge: 0
* LUMO level (alpha / beta): 0.68 / 0.05 eV
* 2S+1: 2

***

2.
Below is a 2-piece molecular cluster, C9H14O overall, with properties calculated with the ωB97M-V functional and the def2-TZVPD basis.

Last column: natural (NBO) charge in e.
Element x y z (Å)
C1 3.4992 -3.0288 -1.5629  -0.611
C2 2.5470 -1.8320 -1.3713  -0.610
H1 3.0683 -3.6672 -2.3357  0.202
H2 4.5071 -2.7123 -1.8210  0.208
H3 3.4376 -3.6692 -0.6833  0.204
H4 2.1757 -1.4382 -2.3173  0.202
H5 3.0943 -0.9539 -0.9997  0.203
H6 1.7780 -2.0782 -0.6550  0.202
C3 -0.6822 -0.1550 -2.1925  -0.630
C4 -0.6256 -0.4939 0.2177  -0.181
C5 -1.1136 0.2827 -0.8213  -0.054
C6 -0.4977 -0.0303 1.5163  -0.280
C7 -0.9322 1.2573 1.7943  0.291
C8 -1.4770 1.5866 -0.5226  -0.184
C9 -1.4697 2.0423 0.7794  -0.263
O1 -1.0787 1.7537 3.0637  -0.670
H7 -0.2650 -1.5023 0.0629  0.204
H8 0.0147 -0.6212 2.2677  0.207
H9 0.4120 -0.1753 -2.2060  0.217
H10 -1.0363 0.3784 -3.0669  0.217
H11 -1.7645 2.2541 -1.3232  0.210
H12 -0.5623 1.2228 3.6887  0.477
H13 -1.8395 3.0255 1.0353  0.223
H14 -0.9505 -1.1976 -2.4168  0.214

* energy above the lowest of the compared OMol25 structures with the same formula, charge and spin: 63.1 kJ/mol
* highest occupied orbital energy: -8.340 eV
* HOMO-LUMO gap: 9.20 eV
* charge: 0
* LUMO level: 0.86 eV
* SMILES: Cc1ccc(O)cc1.CC

***

3.
Below is one molecule with the formula C4H4N2, with properties calculated with the ωB97M-V functional and the def2-TZVPD basis.

Last column: natural (NBO) charge in e.
Element x y z (Å)
N1 0.3453 0.4970 -1.3822  -0.846
C1 0.5258 -0.4222 0.5820  -0.178
C2 -0.2547 0.6247 0.0611  0.001
C3 -1.1339 0.9437 0.9777  -0.136
C4 0.2122 -1.7844 0.4577  0.213
N2 0.0065 -2.9261 0.4701  -0.284
H1 -0.3785 0.8214 -1.9838  0.370
H2 1.2357 0.9582 -1.6487  0.391
H3 1.4574 -0.1227 1.0173  0.230
H4 -2.0158 1.4105 1.4489  0.239

* energy above the lowest of the compared OMol25 structures with the same formula, charge and spin: 587.9 kJ/mol
* highest occupied orbital energy (alpha / beta): -8.657 / -8.998 eV
* HOMO-LUMO gap (alpha / beta): 8.05 / 8.38 eV
* charge: 0
* LUMO level (alpha / beta): -0.60 / -0.62 eV

***

4.
Below is a 2-piece molecular cluster, C2H7NO overall, with properties calculated with the ωB97M-V functional and the def2-TZVPD basis.

Last column: natural (NBO) charge in e.
Element x y z (Å)
C1 2.9229 -4.2331 2.0246  -0.849
H1 2.1803 -4.7809 1.4279  0.211
H2 3.1600 -4.8650 2.8673  0.213
H3 2.4461 -3.3142 2.3682  0.211
H4 3.7794 -3.9963 1.4015  0.214
C2 -2.2887 2.9671 -2.0025  0.525
N1 -2.5333 4.1193 -1.3180  -0.832
O1 -2.6660 2.7863 -3.1338  -0.598
H5 -1.7201 2.2317 -1.4113  0.104
H6 -2.2139 4.2830 -0.3790  0.398
H7 -3.0667 4.8022 -1.8450  0.402

* energy above the lowest of the compared OMol25 structures with the same formula, charge and spin: 1.9 kJ/mol
* highest occupied orbital energy: -10.171 eV
* HOMO-LUMO gap: 11.15 eV
* charge: 0
* LUMO level: 0.98 eV
* SMILES: NC=O.C

***

5.
Below is a 5-piece molecular cluster, C38H77N3O5S4 overall, with properties calculated with the ωB97M-V functional and the def2-TZVPD basis.

Last column: Löwdin charge in e.
Element x y z (Å)
C1 2.8059 1.3627 3.2465  -0.167
C2 2.2753 2.6905 2.3829  -0.236
C3 3.5873 3.6763 2.2263  -0.213
C4 3.6506 4.5117 0.8183  -0.212
C5 4.5121 3.8014 -0.3800  -0.206
C6 6.0319 3.3431 0.0243  -0.195
C7 6.4831 1.8980 -0.6558  -0.217
C8 5.9386 0.5848 0.2044  -0.194
C9 4.4102 0.2728 -0.3003  -0.220
C10 4.0352 -1.3161 -0.4469  -0.139
C11 2.6560 -1.6613 0.4339  -0.204
C12 3.1046 -2.7764 1.5896  -0.107
N1 3.4912 -3.8380 2.2450  0.073
C13 1.4250 -2.2269 -0.5037  -0.332
C14 2.0250 -3.5950 -1.2520  -0.104
N2 2.5579 -4.5810 -1.9075  0.097
C15 0.0986 -2.7038 0.3479  -0.138
C16 -0.9411 -3.6559 -0.5491  -0.192
C17 -2.4748 -3.5352 0.0174  -0.173
C18 -3.6108 -3.5802 -1.2086  -0.183
N3 -3.2776 -2.5131 -2.2241  -0.016
C19 -3.1979 -3.0354 -3.6387  -0.292
C20 -2.2760 -2.1404 -4.7011  -0.041
O1 -3.8188 -4.1046 -4.1402  -0.071
C21 0.9558 -1.1991 -1.6977  -0.125
C22 0.9912 0.3940 -1.2733  -0.159
C23 -0.1653 1.3065 -2.0476  -0.315
C24 0.0462 1.1138 -3.6950  -0.095
C25 -1.7009 0.8381 -1.7104  -0.197
C26 -2.0373 0.7154 -0.0971  -0.192
C27 -2.4185 2.1884 0.5783  -0.067
C28 -2.7539 2.1483 2.0576  -0.266
C29 -2.0481 1.0659 3.0761  -0.098
C30 -3.8890 3.1953 2.6451  -0.119
H1 2.0510 0.4586 3.1979  0.067
H2 2.9082 1.7118 4.3661  0.060
H3 3.8388 0.9666 2.8211  0.058
H4 1.5023 3.2328 3.0969  0.105
H5 1.8007 2.3790 1.3520  0.086
H6 3.5165 4.4818 3.1013  0.117
H7 4.5284 3.0243 2.4663  0.087
H8 4.0004 5.6138 0.9993  0.095
H9 2.5253 4.5879 0.4279  0.113
H10 4.6316 4.6250 -1.2366  0.091
H11 3.8568 2.9475 -0.8654  0.093
H12 6.7784 4.1519 -0.4367  0.115
H13 6.2578 3.3068 1.1713  0.103
H14 6.1765 1.8171 -1.7916  0.112
H15 7.6700 1.8323 -0.6312  0.106
H16 6.0184 0.7537 1.3777  0.115
H17 6.6615 -0.3373 -0.0221  0.113
H18 3.6709 0.8723 0.3983  0.093
H19 4.3102 0.7590 -1.3812  0.097
H20 4.9267 -2.0423 -0.1328  0.130
H21 3.8710 -1.5338 -1.6090  0.122
H22 2.2890 -0.7076 1.0445  0.119
H23 0.3825 -3.3623 1.2885  0.127
H24 -0.5374 -1.8016 0.7681  0.102
H25 -0.8514 -3.4666 -1.7043  0.099
H26 -0.5572 -4.7691 -0.3660  0.123
H27 -2.6903 -2.5901 0.6734  0.097
H28 -2.6425 -4.4784 0.7291  0.124
H29 -3.5900 -4.6791 -1.6073  0.138
H30 -4.6400 -3.2659 -0.7119  0.095
H31 -3.9081 -1.6810 -2.1655  0.131
H32 -1.2533 -1.7994 -4.2442  0.057
H33 -2.1382 -2.6979 -5.7359  0.098
H34 -2.9435 -1.1841 -4.9470  0.097
H35 -0.1113 -1.4516 -2.1219  0.099
H36 1.7107 -1.3403 -2.6051  0.125
H37 0.9719 0.5831 -0.1185  0.092
H38 2.0339 0.8152 -1.6738  0.109
H39 0.0519 2.4416 -1.8088  0.137
H40 1.1136 0.6606 -3.8965  0.082
H41 -0.1044 2.1783 -4.1895  0.087
H42 -0.8087 0.3793 -4.0663  0.057
H43 -1.9327 -0.2292 -2.1878  0.078
H44 -2.4435 1.5864 -2.2680  0.129
H45 -1.1454 0.2894 0.5377  0.076
H46 -3.0258 0.0624 0.0140  0.119
H47 -2.4798 3.1972 -0.0115  0.104
H48 -1.9866 -0.0226 2.6067  0.069
H49 -0.9247 1.4353 3.2270  0.087
H50 -2.6352 0.9555 4.0888  0.080
H51 -3.4404 4.2141 3.0316  0.077
H52 -4.5325 2.6621 3.4666  0.076
H53 -4.6122 3.4816 1.7476  0.079
C31 5.6753 -1.0533 6.0649  -0.260
S1 4.7609 0.5050 5.9705  0.822
O2 5.0665 1.1266 4.6399  -0.587
C32 5.7427 1.3760 7.2162  -0.268
H54 5.2534 -1.7480 5.3342  0.052
H55 6.7299 -0.8834 5.8352  0.059
H56 5.5727 -1.4777 7.0664  0.053
H57 6.7927 1.3981 6.9161  0.057
H58 5.6376 0.8739 8.1805  0.051
H59 5.3684 2.3998 7.2998  0.051
C33 -8.9857 -3.6665 0.2065  -0.265
S2 -7.5608 -3.6543 1.3213  0.828
O3 -6.3313 -3.4835 0.4790  -0.577
C34 -7.6663 -5.4010 1.7820  -0.262
H60 -9.0906 -2.6715 -0.2335  0.049
H61 -8.8326 -4.3993 -0.5893  0.041
H62 -9.8896 -3.9081 0.7706  0.051
H63 -7.5932 -6.0278 0.8905  0.051
H64 -8.6122 -5.5866 2.2957  0.051
H65 -6.8378 -5.6329 2.4566  0.051
C35 2.4301 7.9308 -2.6422  -0.271
S3 4.0675 8.1656 -1.9096  0.828
O4 4.4503 6.8786 -1.2406  -0.565
C36 3.5332 9.3129 -0.6163  -0.270
H66 2.5159 7.2113 -3.4604  0.051
H67 1.7358 7.5442 -1.8922  0.057
H68 2.0656 8.8824 -3.0361  0.051
H69 2.7724 8.8420 0.0101  0.058
H70 3.1338 10.2200 -1.0752  0.051
H71 4.3996 9.5709 -0.0014  0.051
C37 -8.7963 -6.8239 -4.1158  -0.280
S4 -7.1203 -6.6429 -3.4590  0.819
O5 -7.2403 -6.1422 -2.0501  -0.574
C38 -6.6606 -5.2355 -4.4992  -0.262
H72 -9.2941 -7.6347 -3.5779  0.046
H73 -9.3571 -5.8971 -3.9723  0.053
H74 -8.7480 -7.0728 -5.1785  0.050
H75 -7.3511 -4.4058 -4.3320  0.060
H76 -6.6805 -5.5355 -5.5493  0.057
H77 -5.6475 -4.9227 -4.2325  0.006

* highest occupied orbital energy: -8.042 eV
* HOMO-LUMO gap: 8.55 eV
* charge: 0
* LUMO level: 0.51 eV

***

6.
Below is one molecule with the formula C4H8NO2P, with properties calculated with the ωB97M-V functional and the def2-TZVPD basis.

Last column: natural (NBO) charge in e.
Element x y z (Å)
C1 2.2747 1.2590 -1.5524  -0.830
C2 -1.0693 -0.3780 -0.7450  0.769
C3 0.7630 0.5720 0.7411  -0.720
C4 -0.9233 0.0074 0.6770  -0.156
N1 -1.3717 -1.0756 1.5487  -0.863
O1 -1.9581 -1.3315 -1.0191  -0.659
O2 -0.3551 0.1109 -1.5884  -0.581
P1 1.1293 2.0278 -0.5685  0.713
H1 2.6795 1.7840 -2.3911  0.215
H2 2.3370 0.2504 -1.6442  0.194
H3 1.0115 0.7292 1.8303  0.220
H4 1.4875 -0.2402 0.2868  0.220
H5 -1.5561 0.8212 0.9224  0.218
H6 -2.2465 -1.7587 -0.2085  0.498
H7 -1.2163 -0.7904 2.5095  0.393
H8 -0.9863 -1.9873 1.2012  0.369

* energy above the lowest of the compared OMol25 structures with the same formula, charge and spin: 289.3 kJ/mol
* highest occupied orbital energy: -8.519 eV
* HOMO-LUMO gap: 9.00 eV
* charge: 0
* LUMO level: 0.48 eV
* SMILES: C=PC[C@H](N)C(=O)O

***

7.
Below is one molecule with the formula C6H12O, with properties calculated with the ωB97M-V functional and the def2-TZVPD basis.

Last column: natural (NBO) charge in e.
Element x y z (Å)
C1 -2.4528 -0.7325 0.3516  -0.611
C2 -1.0970 -0.9159 -0.3257  -0.381
C3 -0.0169 0.0367 0.2156  -0.334
C4 1.3874 -0.3706 -0.2540  -0.388
C5 2.4896 0.6005 0.1810  -0.616
C6 -0.3284 1.4371 -0.2449  0.454
O1 -0.7718 2.3153 0.4554  -0.521
H1 -3.2133 -1.3741 -0.1048  0.212
H2 -2.3942 -0.9861 1.4163  0.207
H3 -2.7929 0.3058 0.2745  0.214
H4 -0.7480 -1.9484 -0.1941  0.209
H5 -1.1930 -0.7570 -1.4097  0.198
H6 -0.0649 0.0539 1.3125  0.215
H7 1.4034 -0.4625 -1.3506  0.200
H8 1.5807 -1.3786 0.1290  0.210
H9 3.4800 0.1438 0.0982  0.216
H10 2.3726 0.9208 1.2249  0.210
H11 2.4932 1.5007 -0.4451  0.207
H12 -0.1338 1.6111 -1.3302  0.099

* energy above the lowest of the compared OMol25 structures with the same formula, charge and spin: 38.9 kJ/mol
* highest occupied orbital energy: -9.676 eV
* HOMO-LUMO gap: 10.77 eV
* charge: 0
* LUMO level: 1.09 eV
* SMILES: CCC(C=O)CC